{
  "formula": "C7H13N3O4",
  "method": "ωB97M-V with the def2-TZVPD basis set",
  "e_tot_ha": -739.74044,
  "smiles": "C[C@H](NC(=O)[C@@H](N)CC(N)=O)C(=O)O",
  "lumo_energy_ev": 0.23,
  "multiplicity": 1,
  "species": ["C", "C", "C", "C", "C", "C", "C", "H", "H", "H", "H", "H", "H", "H", "H", "H", "H", "H", "H", "H", "N", "N", "N", "O", "O", "O", "O"],
  "positions_angstrom": [[-0.36264, 0.98864, 0.78687], [0.25657, 0.25296, -0.46681], [-1.50784, 0.12473, 1.32035], [-2.02277, 0.45377, 2.78707], [1.38328, -1.62831, -1.45019], [2.15778, -0.57559, -2.20471], [0.34851, -2.41516, -2.17104], [-1.23130, 2.22741, -0.37794], [0.09679, 3.00394, 0.50479], [0.30258, 0.96431, 1.60994], [-1.32538, -0.93406, 1.44414], [-2.45294, 0.11844, 0.66037], [-2.14884, 2.05075, 4.12791], [-1.49575, 2.36857, 2.48415], [1.34397, -1.05126, 0.62701], [2.13393, -2.32417, -1.13392], [-0.43068, -1.67389, -2.60906], [-0.05740, -3.31268, -1.52735], [0.78268, -2.82557, -3.10411], [3.50000, 0.93267, -1.70521], [-0.69836, 2.29261, 0.51644], [-1.92365, 1.77193, 3.14128], [0.76020, -0.94093, -0.28922], [0.23989, 0.76578, -1.62572], [-2.74604, -0.42285, 3.33143], [2.02840, -0.21879, -3.42427], [3.06900, 0.00677, -1.25220]],
  "lowdin_charge": [-0.384, -0.412, -0.063, -0.479, -0.316, -0.392, -0.053, 0.117, 0.141, 0.134, 0.104, 0.159, 0.141, 0.042, 0.210, 0.145, 0.121, 0.125, 0.085, 0.228, 0.033, 0.158, 0.097, 0.041, -0.010, 0.050, -0.019]
}